The following is a DFT calculation (ωB97M-V/def2-TZVPD) of a 11-piece molecular cluster, C29H82N2O11 overall at a distorted geometry.

Values from the calculation:
Structure (SMILES)   COC[C@H](C)N.COC[C@H](C)N.CC(C)O.CC(C)O.CC(C)O.CCO.CCO.CCO.CCO.CCO.CCO
E_LUMO   0.427 eV
Electronic energy   -2091.09745 Ha

Positions of all 124 atoms, in Å:
C: -1.8769 2.0283 -0.1252
O: -0.9058 1.1789 0.4737
C: 0.2922 1.0064 -0.3136
C: 1.2158 0.0707 0.3968
C: 1.6807 0.6567 1.7656
N: 2.4036 -0.1908 -0.4486
H: -2.1605 1.6232 -1.0966
H: -1.3811 2.9927 -0.2356
H: -2.7173 2.0887 0.5663
H: -0.0340 0.4569 -1.1966
H: 0.7615 1.9472 -0.6013
H: 0.6926 -0.8659 0.5893
H: 2.4901 0.0398 2.1559
H: 0.8886 0.6620 2.5144
H: 2.0978 1.6554 1.6363
H: 2.1217 -0.8212 -1.1857
H: 3.0348 -0.8173 0.0301
C: -1.5768 -2.7651 2.6622
O: -1.2339 -2.9202 4.0229
C: -0.0581 -3.7258 4.2523
C: 0.3215 -3.8464 5.7279
C: 1.6736 -4.5127 5.9305
N: -0.6787 -4.5897 6.5427
H: -0.9822 -2.0276 2.1229
H: -2.6203 -2.5027 2.8360
H: -1.4817 -3.6829 2.0819
H: -0.1151 -4.7186 3.8060
H: 0.8017 -3.2536 3.7771
H: 0.5149 -2.8744 6.1817
H: 2.4474 -3.8290 5.5815
H: 1.8058 -5.4396 5.3724
H: 1.9737 -4.7457 6.9522
H: -1.5061 -4.0126 6.4924
H: -0.3984 -4.6100 7.5128
C: 4.8896 3.9779 -1.6233
C: 4.1424 2.6661 -1.5349
C: 4.7565 1.5541 -2.3867
O: 4.2396 2.1492 -0.2917
H: 4.5605 4.5567 -2.4863
H: 5.9669 3.8146 -1.6528
H: 4.6179 4.5669 -0.7474
H: 3.0777 2.8243 -1.7067
H: 5.7869 1.2651 -2.1793
H: 4.6832 1.8850 -3.4227
H: 4.2250 0.6072 -2.2923
H: 3.5740 1.4581 -0.2610
C: -0.2777 1.2985 -6.0804
C: -0.0174 1.2254 -4.5649
C: 1.4551 1.4766 -4.3285
O: -0.6887 2.3029 -3.9676
H: -1.2952 0.9781 -6.3045
H: 0.3379 0.5905 -6.6352
H: -0.1874 2.3148 -6.4637
H: -0.3148 0.2673 -4.1386
H: 1.7279 2.4471 -4.7431
H: 2.0297 0.6453 -4.7370
H: 1.6494 1.5140 -3.2566
H: -0.4271 3.1446 -4.3480
C: 1.8173 -2.2878 -3.7732
C: 2.7475 -3.0635 -2.8245
C: 4.1629 -2.5982 -2.6879
O: 2.0680 -2.9278 -1.6530
H: 0.8107 -2.7048 -3.7410
H: 2.2118 -2.3114 -4.7890
H: 1.7167 -1.2191 -3.5838
H: 2.7225 -4.1219 -3.0837
H: 4.2088 -1.5491 -2.3956
H: 4.7578 -2.7749 -3.5839
H: 4.6832 -3.1677 -1.9178
H: 1.1885 -3.2868 -1.7920
C: -2.0503 1.4585 3.8753
C: -1.5287 2.9094 3.5200
O: -2.4356 3.6376 2.7096
H: -2.9451 1.4554 4.4977
H: -1.2688 0.9685 4.4560
H: -2.1823 0.8521 2.9792
H: -0.5560 2.8026 3.0398
H: -1.3932 3.4202 4.4733
H: -1.9723 4.2874 2.1760
C: 1.0373 4.3196 1.3355
C: 0.2378 5.3545 0.6048
O: -1.0283 5.5079 1.2518
H: 2.0595 4.2993 0.9576
H: 0.5683 3.3360 1.3156
H: 1.1276 4.5732 2.3917
H: 0.1161 5.0212 -0.4259
H: 0.7675 6.3049 0.5400
H: -1.4654 6.2764 0.8775
C: -2.4239 -1.5365 -2.6506
C: -3.2319 -1.9215 -1.4602
O: -2.7073 -3.1614 -0.8919
H: -1.3627 -1.6866 -2.4518
H: -2.6037 -0.5076 -2.9622
H: -2.6917 -2.2362 -3.4424
H: -4.2666 -1.9727 -1.7991
H: -3.1894 -1.1808 -0.6617
H: -3.1362 -3.2175 -0.0349
C: -4.9796 -0.3037 1.3300
C: -6.2316 -0.5166 2.0329
O: -6.8373 -1.6664 1.4204
H: -5.0424 -0.1628 0.2509
H: -4.1280 -0.9515 1.5380
H: -4.5799 0.6431 1.6930
H: -6.8849 0.3486 1.9198
H: -6.1394 -0.7062 3.1023
H: -7.4219 -2.0621 2.0709
C: 3.8488 -3.3784 2.9648
C: 3.6196 -3.7754 1.4789
O: 3.4614 -2.6004 0.7874
H: 3.9125 -4.1914 3.6881
H: 3.1535 -2.5949 3.2659
H: 4.8331 -2.9132 3.0181
H: 2.7382 -4.3985 1.3271
H: 4.5367 -4.2168 1.0888
H: 2.8885 -2.8102 0.0461
C: -4.8715 2.2098 -2.2515
C: -4.0274 2.2852 -3.5150
O: -4.8775 2.3565 -4.6476
H: -5.4992 3.1008 -2.2418
H: -4.2860 2.2337 -1.3324
H: -5.5319 1.3435 -2.2910
H: -3.3730 1.4264 -3.6644
H: -3.4222 3.1915 -3.4903
H: -5.4318 1.5736 -4.6120